{"formula": "C19H33BCl2F2InN5O3", "method": "ωB97M-V/def2-TZVPD", "total_energy_ha": -2578.57078, "max_force_ev_per_a": 0.583, "homo_ev": [-7.7, -7.3], "relative_energy_kj_mol": 198.6, "spin_multiplicity": 1, "gap_ev": [7.0, 6.4], "species": ["In", "C", "C", "C", "C", "C", "C", "C", "C", "C", "C", "H", "H", "H", "H", "H", "H", "H", "H", "H", "H", "H", "H", "H", "H", "H", "N", "C", "C", "C", "N", "H", "H", "H", "H", "H", "H", "H", "H", "H", "H", "Cl", "C", "Cl", "C", "O", "O", "H", "F", "B", "F", "C", "N", "C", "C", "O", "N", "C", "N", "H", "H", "H", "H", "H", "H", "H"], "positions_angstrom": [[0.0406, -0.0011, -0.4501], [-3.2780, -1.3749, -0.5515], [-3.1199, -0.3979, -1.6471], [-3.0577, 0.8423, -1.0954], [-3.1803, 0.6794, 0.3521], [-3.3285, -0.6907, 0.6522], [-3.5564, -1.2549, 2.0275], [-3.1471, 1.7871, 1.3441], [-2.9630, 2.1640, -1.7960], [-3.1057, -0.7470, -3.1041], [-3.3130, -2.8487, -0.7614], [-2.6556, -1.2199, 2.6452], [-3.8783, -2.2941, 1.9727], [-4.3344, -0.6909, 2.5469], [-2.8562, 1.4199, 2.3295], [-4.1372, 2.2510, 1.4420], [-2.4466, 2.5680, 1.0444], [-2.2869, 2.8423, -1.2681], [-3.9421, 2.6507, -1.8520], [-2.6003, 2.0424, -2.8184], [-4.1000, -0.6339, -3.5449], [-2.7928, -1.7802, -3.2638], [-2.4264, -0.0960, -3.6594], [-2.4276, -3.1710, -1.3201], [-4.1871, -3.1478, -1.3479], [-3.3207, -3.3892, 0.1826], [0.8819, -0.6582, -3.0019], [1.1911, 0.1842, -4.1632], [2.2974, 1.1840, -3.8408], [1.8814, 2.2934, -2.8767], [1.7168, 1.8065, -1.4971], [1.7254, -1.0873, -2.6316], [0.2746, -1.4266, -3.2630], [0.2883, 0.7389, -4.4375], [1.4877, -0.4055, -5.0342], [2.6228, 1.6458, -4.7753], [3.1591, 0.6478, -3.4236], [0.9205, 2.6984, -3.2006], [2.6151, 3.1013, -2.9306], [1.3742, 2.5473, -0.8918], [2.5999, 1.4917, -1.1092], [3.2958, -4.7880, -0.9777], [2.5951, -4.0687, 0.4004], [4.5082, -3.0294, 1.8173], [1.9399, -2.8322, 0.2476], [1.8604, -2.1309, -0.7487], [1.4308, -2.3407, 1.4631], [2.3963, -4.7207, 1.2305], [-0.1984, -1.9385, 3.0577], [0.2243, -2.6239, 1.9863], [-0.5684, -3.6075, 1.5456], [3.3765, 1.7260, 4.7663], [2.5936, 1.6541, 3.5519], [1.6177, 2.6391, 3.1449], [1.1694, 2.0643, 1.7992], [0.3220, 2.5772, 1.0736], [1.8438, 0.9108, 1.5521], [2.6431, 0.6885, 2.6110], [3.4382, -0.3611, 2.7275], [3.4898, 2.7704, 5.0494], [4.3728, 1.3158, 4.5983], [2.9046, 1.1944, 5.5965], [2.0593, 3.6292, 3.0146], [0.7810, 2.7193, 3.8413], [3.4126, -1.1288, 2.0572], [3.8567, -0.5899, 3.6120]], "forces_ev_per_a": [[0.2, 0.0, -0.2], [0.0, 0.0, 0.1], [-0.1, -0.1, -0.1], [-0.1, 0.1, 0.1], [0.0, 0.1, -0.1], [-0.1, -0.1, -0.1], [0.1, 0.1, -0.2], [0.0, 0.0, 0.0], [0.0, -0.1, 0.1], [0.1, 0.0, 0.2], [0.0, 0.1, 0.0], [0.0, 0.0, 0.0], [0.0, 0.0, 0.0], [0.0, -0.1, 0.0], [0.0, 0.0, 0.0], [0.0, 0.0, 0.0], [0.0, 0.0, 0.0], [0.0, 0.0, -0.1], [0.1, 0.0, 0.0], [0.0, 0.0, 0.0], [0.0, 0.0, 0.0], [0.0, 0.0, 0.0], [0.0, 0.0, 0.0], [0.0, 0.0, 0.0], [0.0, 0.0, 0.0], [0.0, 0.0, 0.0], [0.0, -0.1, 0.0], [0.0, 0.1, 0.2], [-0.2, 0.0, 0.2], [0.0, -0.3, 0.1], [-0.1, 0.0, 0.0], [0.0, -0.1, 0.0], [0.0, 0.0, 0.0], [0.0, 0.0, 0.0], [0.0, -0.1, -0.1], [0.0, 0.0, 0.0], [0.0, 0.0, -0.1], [0.0, 0.1, 0.0], [0.0, 0.1, 0.0], [0.1, 0.0, 0.0], [0.0, 0.0, 0.0], [0.0, 0.1, 0.1], [0.0, -0.3, -0.3], [0.0, -0.2, -0.1], [0.1, 0.1, 0.1], [-0.1, 0.0, 0.3], [-0.2, 0.1, -0.3], [0.1, 0.1, 0.1], [0.2, -0.2, -0.4], [-0.4, -0.1, 0.4], [0.2, 0.3, 0.0], [-0.1, -0.1, -0.1], [0.0, 0.1, 0.1], [0.0, 0.0, 0.0], [0.0, 0.0, 0.1], [0.2, -0.1, 0.1], [-0.1, 0.1, -0.2], [0.2, -0.1, 0.1], [-0.4, 0.3, 0.0], [0.0, 0.0, 0.0], [0.0, 0.0, 0.0], [0.0, 0.0, 0.0], [0.0, 0.0, 0.0], [0.0, 0.0, 0.0], [0.2, -0.1, 0.1], [0.1, 0.0, -0.1]]}